Record 1
9
Properties=species:S:1:pos:R:3:nbo_charge:R:1 method="wB97M-V/def2-TZVPD" homo_ev="-10.33 / -10.33" e_lumo_ev="-0.91 / -0.91" homo_lumo_gap_ev="9.4262 / 9.4214" e_above_lowest_kcal_mol=75.6 e_tot_ha=-1065.6384
Cl -2.61 -1.79 -0.11 0.153
F -0.81 1.53 0.59 -0.122
F 1.23 -0.51 -0.62 -0.310
F -2.87 1.61 -0.36 -0.378
F 2.82 -1.31 0.52 -0.300
O 3.08 0.70 -0.38 -0.519
N -1.69 0.62 0.22 0.269
C 2.45 -0.26 -0.18 1.128
C -1.59 -0.59 0.32 0.079

---

Record 2
49
Properties=species:S:1:pos:R:3:nbo_charge:R:1 method="wB97M-V/def2-TZVPD" homo_ev=-9.13 e_lumo_ev=-0.30 smiles="CC(=O)c1ccc(S(=O)(=O)N2CCN(C(=O)C3CCCC3)CC2)cc1" homo_lumo_gap_ev=8.8285 e_above_lowest_kcal_mol=41.4 e_tot_ha=-1508.9638
S 0.60 0.66 -0.97 2.311
O 6.62 -1.86 0.64 -0.525
O -3.74 1.25 -1.18 -0.626
O -0.16 -0.55 -1.12 -0.942
O 0.55 1.66 -1.99 -0.929
N -2.39 1.36 0.60 -0.451
N 0.29 1.38 0.52 -0.679
C 3.28 1.18 -0.86 -0.206
C -0.29 0.52 1.52 -0.238
C -1.76 0.89 1.80 -0.229
C 2.65 -1.06 -0.27 -0.228
C 6.37 -0.80 0.12 0.574
C -3.68 -2.66 -0.83 -0.399
C 7.46 0.17 -0.27 -0.719
C -3.35 0.75 -0.15 0.710
C -2.95 -1.74 0.15 -0.418
C -3.92 -0.56 0.40 -0.321
C -1.81 2.59 0.07 -0.243
C 4.61 0.88 -0.61 -0.184
C -0.33 2.69 0.45 -0.241
C -5.16 -2.44 -0.52 -0.397
C -5.23 -0.93 -0.33 -0.402
C 3.97 -1.36 -0.02 -0.146
C 2.32 0.21 -0.69 -0.224
C 4.97 -0.40 -0.18 -0.149
H 2.98 2.16 -1.20 0.236
H 7.38 1.08 0.32 0.233
H -1.80 1.69 2.55 0.191
H 7.37 0.43 -1.33 0.232
H 1.87 -1.80 -0.17 0.241
H 8.43 -0.29 -0.09 0.243
H -0.23 -0.50 1.14 0.230
H -1.91 2.55 -1.02 0.253
H -5.24 -0.43 -1.30 0.237
H -2.00 -1.41 -0.27 0.246
H -5.43 -2.95 0.41 0.188
H -2.76 -2.27 1.09 0.196
H -2.36 3.46 0.44 0.194
H -4.12 -0.43 1.47 0.212
H -0.19 3.17 1.43 0.200
H -6.11 -0.61 0.23 0.208
H 4.27 -2.35 0.31 0.243
H 0.30 0.59 2.44 0.199
H -5.81 -2.79 -1.31 0.212
H -2.28 0.02 2.20 0.230
H 0.21 3.27 -0.30 0.244
H -3.37 -3.70 -0.72 0.209
H 5.36 1.65 -0.75 0.222
H -3.47 -2.35 -1.85 0.206

---

Record 3
12
Properties=species:S:1:pos:R:3:nbo_charge:R:1 method="wB97M-V/def2-TZVPD" homo_ev=-10.35 e_lumo_ev=0.55 smiles="O=C=O.CCO" homo_lumo_gap_ev=10.8939 e_above_lowest_kcal_mol=3.1 e_tot_ha=-343.6497
O 1.99 -1.43 -0.25 -0.501
O -0.70 0.27 1.50 -0.723
O 0.04 -2.48 0.50 -0.530
C -0.51 0.67 -0.92 -0.637
C 1.02 -1.96 0.13 1.032
C -0.03 1.00 0.49 -0.069
H 1.06 0.86 0.57 0.158
H -0.23 2.05 0.70 0.178
H -1.59 0.78 -0.99 0.215
H -0.90 -0.62 1.17 0.468
H -0.26 -0.36 -1.22 0.186
H -0.03 1.34 -1.64 0.222

---

Record 4
12
Properties=species:S:1:pos:R:3:nbo_charge:R:1 method="wB97M-V/def2-TZVPD" homo_ev=-9.54 e_lumo_ev=0.51 smiles="CC(=O)CC=O" homo_lumo_gap_ev=10.0501 e_above_lowest_kcal_mol=73.9 e_tot_ha=-306.3885
O 0.77 1.81 0.99 -0.511
O -0.76 -1.16 -0.88 -0.527
C -1.36 -0.56 -0.03 0.392
C 1.17 0.14 -1.08 -0.678
C 0.48 0.75 0.53 0.643
C -0.71 -0.26 1.25 -0.603
H -1.41 0.13 2.02 0.236
H -2.27 0.01 -0.27 0.122
H 1.48 1.11 -1.44 0.206
H 0.76 -0.38 -1.99 0.253
H -0.14 -1.09 1.68 0.249
H 2.00 -0.50 -0.77 0.218

---

Record 5
73
Properties=species:S:1:pos:R:3:mulliken_charge:R:1 method="wB97M-V/def2-TZVPD" spin_multiplicity=2 total_charge=+1 homo_ev="-11.03 / -11.03" e_lumo_ev="-2.95 / -8.61" homo_lumo_gap_ev="8.0831 / 2.4243" e_above_lowest_kcal_mol=60.6 s_squared=0.7547 e_tot_ha=-2031.1671
O -32.63 16.25 -26.27 -0.714
O -25.22 10.99 -22.59 -0.644
O -31.30 18.05 -22.26 -0.203
O -32.14 10.78 -25.69 -0.756
O -28.84 13.89 -24.25 -0.788
O -25.58 11.01 -25.47 -0.684
O -26.65 14.10 -30.83 -0.689
O -25.11 16.38 -26.80 -0.745
O -30.63 14.16 -21.37 -0.699
O -29.03 11.93 -29.64 -0.648
O -29.49 17.88 -26.97 -0.345
N -32.90 14.36 -27.35 -0.411
N -31.54 18.72 -27.22 -0.384
N -31.97 18.32 -24.33 -0.164
N -27.77 15.53 -29.45 -0.118
N -31.54 12.84 -25.39 -0.056
N -29.94 19.99 -27.75 -0.443
N -26.93 14.18 -25.19 -0.202
N -31.09 15.41 -27.59 -0.072
N -25.70 15.05 -29.09 -0.225
N -25.39 18.35 -25.91 -0.359
N -24.36 16.85 -24.70 -0.398
N -30.51 11.30 -24.30 -0.311
N -28.34 15.47 -25.72 0.538
N -27.52 11.78 -27.92 -0.255
N -29.49 10.94 -27.80 -0.343
N -30.06 17.38 -23.92 -0.062
C -26.72 14.87 -29.85 0.490
C -28.13 14.43 -25.02 0.762
C -31.12 17.90 -23.43 0.822
C -30.22 18.75 -27.35 0.599
C -24.97 17.12 -25.88 0.749
C -28.66 11.48 -28.58 0.614
C -31.44 11.61 -25.09 0.570
C -32.23 15.38 -26.97 0.781
H -30.87 14.65 -28.23 0.155
H -27.73 16.14 -28.65 -0.008
H -32.35 13.94 -28.08 0.153
H -25.35 18.63 -24.94 0.176
H -30.50 16.22 -27.55 -0.228
H -33.85 14.11 -27.13 0.188
H -32.83 18.72 -23.98 0.237
H -30.21 10.38 -24.01 0.251
H -24.34 17.56 -23.98 0.120
H -32.09 13.03 -26.21 0.135
H -25.48 11.01 -23.51 0.370
H -30.67 13.26 -21.04 0.315
H -27.35 11.42 -26.99 0.185
H -25.77 15.72 -28.34 0.231
H -31.78 18.31 -25.32 0.242
H -29.32 15.72 -25.70 -0.334
H -32.09 17.89 -27.04 0.146
H -25.20 11.87 -25.66 0.288
H -30.63 20.64 -28.11 0.137
H -27.72 15.60 -26.52 -0.165
H -25.13 10.06 -22.38 0.314
H -31.95 19.58 -27.54 0.101
H -24.93 10.38 -25.79 0.311
H -30.53 14.06 -22.32 0.352
H -23.83 16.01 -24.50 0.223
H -29.93 17.46 -24.91 -0.047
H -25.89 18.79 -26.67 0.179
H -28.56 15.69 -30.06 0.216
H -30.89 13.53 -25.02 0.138
H -30.42 11.03 -28.19 0.208
H -26.50 13.30 -24.93 -0.086
H -29.82 12.01 -24.11 0.183
H -24.85 14.52 -29.18 0.233
H -28.98 20.26 -27.83 0.229
H -29.28 10.84 -26.82 0.148
H -27.11 12.63 -28.28 0.153
H -26.34 14.76 -25.75 0.145
H -29.29 17.17 -23.30 0.198

---

Record 6
17
Properties=species:S:1:pos:R:3:nbo_charge:R:1 method="wB97M-V/def2-TZVPD" total_charge=+1 homo_ev=-14.20 e_lumo_ev=-3.20 smiles=CC[NH2+][C@@H](N)S homo_lumo_gap_ev=10.9935 e_above_lowest_kcal_mol=76.6 e_tot_ha=-628.2551
S -1.91 -1.37 -0.43 0.089
N 0.07 0.54 -0.35 -0.553
N -2.06 1.63 0.22 -0.809
C 1.37 0.05 0.25 -0.242
C 1.86 -1.35 -0.10 -0.645
C -1.23 0.07 0.34 -0.115
H 2.15 -1.29 -1.29 0.232
H -2.79 1.58 0.92 0.381
H 2.67 -1.64 0.59 0.273
H -1.30 0.09 1.47 0.285
H 1.28 0.34 1.36 0.229
H -0.07 1.50 -0.58 0.453
H -2.11 -1.07 -1.73 0.162
H 1.08 -2.09 0.10 0.236
H -1.28 2.25 0.57 0.335
H 2.21 0.78 -0.09 0.243
H 0.05 0.00 -1.25 0.445

---

Record 7
46
Properties=species:S:1:pos:R:3:nbo_charge:R:1 method="wB97M-V/def2-TZVPD" homo_ev=-8.16 e_lumo_ev=-1.25 homo_lumo_gap_ev=6.9052 e_tot_ha=-2004.3865
Pb 0.11 0.20 0.24 1.076
Cl 1.26 -2.21 0.13 -0.683
Cl -1.77 2.00 -0.64 -0.672
P -0.08 0.15 -2.78 0.969
O -0.03 0.02 2.64 -0.621
C 0.62 1.97 -4.92 -0.617
C -2.20 -0.17 -4.61 -0.612
C 1.18 2.57 -2.50 -0.615
C 0.21 1.86 -3.45 -0.535
C -1.09 0.71 4.65 -0.725
C 2.49 -0.75 -3.15 -0.621
C 1.06 -1.01 -3.67 -0.536
C 0.69 -2.47 -3.40 -0.631
C 1.07 -0.70 4.63 -0.728
C -1.84 -0.26 -3.14 -0.566
C -0.01 0.01 3.88 0.671
C -2.28 -1.58 -2.48 -0.620
H 1.47 3.53 -2.92 0.212
H -2.14 0.86 -4.97 0.210
H -0.91 0.64 5.72 0.222
H -3.20 -1.40 -1.91 0.221
H 1.41 -3.13 -3.89 0.211
H 3.15 -1.53 -3.56 0.216
H 0.89 -0.64 5.71 0.222
H -1.12 1.77 4.35 0.259
H -0.32 -2.72 -3.75 0.208
H 0.76 -2.65 -2.32 0.250
H 2.08 1.97 -2.32 0.199
H 2.47 -0.86 -2.06 0.232
H -1.54 -1.97 -1.77 0.226
H -2.06 0.26 4.41 0.262
H 1.81 0.87 -0.07 -0.025
H 0.57 3.03 -5.19 0.216
H 2.04 -0.24 4.41 0.259
H 0.96 -0.75 -4.74 0.210
H -3.23 -0.51 -4.74 0.215
H 1.65 1.64 -5.09 0.206
H -2.35 0.56 -2.59 0.273
H -1.58 -0.83 0.29 -0.012
H 1.11 -1.75 4.32 0.268
H -1.55 -0.81 -5.24 0.200
H -0.78 2.32 -3.34 0.247
H 2.88 0.23 -3.43 0.204
H -2.49 -2.36 -3.23 0.210
H -0.05 1.42 -5.59 0.213
H 0.68 2.74 -1.53 0.234

---

Record 8
102
Properties=species:S:1:pos:R:3:mulliken_charge:R:1 method="wB97M-V/def2-TZVPD" total_charge=+1 homo_ev=-8.96 e_lumo_ev=-5.04 homo_lumo_gap_ev=3.9205 e_above_lowest_kcal_mol=31.9 e_tot_ha=-2397.3460
P -1.28 -1.98 2.89 0.160
O 1.71 5.75 -2.97 -0.733
N -1.94 -2.28 1.22 0.810
N -0.67 7.12 0.06 -0.035
N -0.56 -3.57 2.65 0.679
N 2.03 2.40 -1.95 0.646
N 2.87 3.80 -3.50 0.327
C -4.94 0.33 -0.36 0.586
C -5.06 -0.27 0.90 -1.329
C -1.26 5.90 -1.77 0.939
C 1.30 -4.54 3.98 1.163
C -3.78 0.08 -1.10 -1.492
C -1.41 7.16 -1.12 -0.577
C 2.22 -4.53 2.80 -1.191
C 3.26 -4.71 -0.52 -0.618
C -0.41 5.11 -0.93 0.570
C 1.77 -5.06 5.19 -1.177
C 1.58 3.71 -1.55 0.124
C -0.85 -4.10 5.00 1.687
C -2.78 -0.78 -0.62 1.026
C -2.11 8.21 -1.70 -0.799
C 4.00 -3.72 -2.63 -0.731
C -0.37 -4.64 6.20 -1.245
C -2.55 6.75 -3.61 -0.832
C -1.52 -4.39 1.99 -0.379
C 2.69 -2.42 -1.09 -0.160
C -2.27 -3.62 5.00 -1.851
C -4.27 -1.69 2.77 -1.105
C -0.02 -4.09 3.88 -0.966
C -2.69 7.98 -2.96 -0.480
C 0.94 -5.13 6.31 0.724
C -1.83 5.70 -3.03 -0.434
C 2.52 -3.54 -0.27 0.552
C 3.49 4.33 -4.69 -1.001
C 2.88 2.38 -3.16 0.111
C -4.06 -1.09 1.42 1.736
C 3.25 -2.59 -2.35 -0.393
C -1.58 -1.04 -1.47 -1.081
C -2.92 -1.36 0.66 -0.597
C 1.42 -5.74 7.59 -1.534
C 4.04 -4.76 -1.69 -0.453
C -6.03 1.21 -0.91 -1.517
C 0.06 3.74 -1.28 -0.238
C 2.32 0.09 -1.51 0.102
C -0.07 5.87 0.18 -0.706
C -2.29 -3.66 1.17 -0.436
C 4.33 1.92 -2.92 -1.547
C 2.04 4.56 -2.73 0.492
C 1.99 -1.16 -0.80 0.316
C 2.26 1.56 -4.31 -1.384
C 1.78 1.30 -1.18 0.105
H 2.13 0.51 -4.05 0.205
H -6.46 0.79 -1.84 0.341
H 2.69 -0.06 -2.53 -0.989
H 2.79 -5.44 5.24 0.319
H -1.68 4.74 -3.51 0.393
H -0.16 3.02 -0.47 0.315
H 1.79 -3.51 0.55 0.124
H 0.99 -1.32 -1.13 -0.373
H 1.23 1.51 -0.25 0.534
H 4.69 -5.62 -1.87 0.355
H 1.77 -5.04 1.94 0.266
H -2.70 -3.48 3.99 0.223
H -0.47 3.40 -2.19 0.161
H -1.38 -2.11 -1.54 0.396
H 4.59 -3.77 -3.56 0.368
H 4.84 1.84 -3.88 0.464
H 0.56 5.59 1.02 0.430
H 4.36 0.94 -2.43 0.315
H -5.96 -0.09 1.48 0.328
H 3.14 -5.07 3.06 0.332
H -1.03 -4.71 7.06 0.460
H 0.78 -6.59 7.88 0.355
H -5.18 -1.26 3.22 0.475
H -3.00 6.60 -4.60 0.378
H 4.85 2.66 -2.30 0.398
H -4.41 -2.78 2.73 0.283
H -2.39 -2.67 5.54 0.353
H 2.44 -6.11 7.48 0.364
H -3.12 -4.01 0.56 0.446
H 3.08 3.86 -5.59 0.328
H 2.53 -3.52 2.51 0.376
H -5.65 2.22 -1.14 0.348
H 3.10 -1.83 -3.12 0.232
H -0.58 7.86 0.73 0.176
H -3.67 0.53 -2.08 0.426
H -3.43 -1.47 3.48 0.100
H -1.61 -5.45 2.20 0.496
H -2.91 -4.36 5.50 0.508
H 1.38 -5.01 8.40 0.342
H -2.19 9.15 -1.17 0.391
H 1.28 1.98 -4.58 0.354
H -3.26 8.78 -3.45 0.371
H 3.30 -5.55 0.20 0.296
H -1.76 -0.66 -2.48 0.398
H 2.93 1.61 -5.18 0.495
H 2.11 -1.00 0.32 0.427
H 4.57 4.15 -4.67 0.292
H 3.30 5.40 -4.73 0.375
H -6.84 1.30 -0.18 0.352
H -0.70 -0.51 -1.09 0.025
H 2.11 4.05 -0.65 0.043

---

Record 9
67
Properties=species:S:1:pos:R:3:nbo_charge:R:1 method="wB97M-V/def2-TZVPD" total_charge=+1 homo_ev=-12.00 e_lumo_ev=-3.60 homo_lumo_gap_ev=8.4011 e_above_lowest_kcal_mol=21.2 e_tot_ha=-1810.9150
Pd 0.72 0.49 -1.23 1.048
P -0.76 0.62 1.13 2.476
O 2.00 -3.00 -1.09 -0.741
O 3.40 -0.32 -2.19 -0.614
O -0.12 1.67 0.22 -1.092
O 1.27 -0.83 -2.60 -0.747
N -1.09 1.29 2.57 -0.844
N 0.37 -0.59 1.17 -0.832
N 0.77 2.01 -2.53 -0.418
N -2.13 -0.02 0.52 -0.841
C 4.25 -2.93 -2.00 -0.625
C 1.05 -2.49 2.42 -0.412
C 2.30 -1.69 2.05 -0.424
C 0.89 3.26 -2.07 0.058
C -3.36 -0.28 1.29 -0.200
C -1.13 0.55 3.84 -0.207
C 1.75 -0.31 1.68 -0.215
C -4.46 0.05 0.29 -0.409
C 2.26 -3.39 -3.48 -0.629
C -3.89 -0.49 -1.02 -0.412
C 2.53 -1.14 -2.38 0.764
C -2.04 1.41 4.71 -0.410
C 0.04 -2.03 1.37 -0.218
C -2.38 -0.22 -0.93 -0.217
C 0.80 2.82 -4.76 -0.228
C 2.78 -2.65 -2.25 0.145
C -1.76 2.82 4.20 -0.410
C 0.73 1.78 -3.85 0.058
C 0.98 4.34 -2.92 -0.239
C 0.93 4.12 -4.29 -0.124
C -1.69 2.63 2.69 -0.202
H 1.08 5.33 -2.51 0.242
H -4.07 -1.56 -1.10 0.213
H 2.82 -3.12 -4.37 0.224
H -1.00 -2.15 1.67 0.207
H -0.13 0.47 4.27 0.196
H 0.91 3.37 -0.99 0.241
H 4.40 -4.01 -1.88 0.205
H -3.09 1.15 4.53 0.206
H 0.99 4.95 -4.98 0.238
H 0.66 0.75 -4.16 0.248
H 1.20 -3.56 2.39 0.233
H -1.80 -1.06 -1.31 0.207
H 0.76 2.60 -5.82 0.242
H -5.41 -0.40 0.55 0.232
H 2.12 -3.95 -0.95 0.475
H -2.09 0.68 -1.47 0.206
H 2.79 -2.13 1.19 0.233
H -4.32 -0.02 -1.90 0.231
H 4.59 -2.42 -1.10 0.228
H 1.69 0.35 2.55 0.200
H 0.70 -2.21 3.42 0.203
H 3.02 -1.62 2.87 0.231
H 1.21 -3.16 -3.63 0.231
H -1.52 -0.47 3.71 0.202
H -3.39 0.32 2.19 0.211
H -1.84 1.28 5.77 0.236
H -1.06 3.37 2.19 0.223
H 0.19 -2.56 0.43 0.229
H -2.52 3.55 4.49 0.234
H -2.68 2.66 2.24 0.186
H 4.86 -2.59 -2.83 0.232
H -3.41 -1.34 1.57 0.186
H 2.35 0.18 0.92 0.218
H 2.37 -4.47 -3.33 0.210
H -0.80 3.18 4.58 0.213
H -4.59 1.13 0.23 0.208

---

Record 10
16
Properties=species:S:1:pos:R:3:nbo_charge:R:1 method="wB97M-V/def2-TZVPD" homo_ev=-8.85 e_lumo_ev=0.40 smiles=OCC(S)(S)C(S)S homo_lumo_gap_ev=9.2449 e_above_lowest_kcal_mol=0.0 e_tot_ha=-1787.0358
S -2.07 -0.20 -0.32 -0.040
S 0.10 -0.54 2.45 -0.001
S 0.42 -0.46 -2.01 -0.028
S -0.06 -2.75 0.24 -0.016
O 0.03 2.37 -1.19 -0.708
C -0.24 0.08 -0.36 -0.250
C 0.16 1.49 -0.13 -0.127
C 0.41 -1.01 0.76 -0.522
H -0.31 1.87 0.76 0.189
H 1.53 -0.92 0.53 0.260
H 1.49 0.31 -2.30 0.141
H -0.86 2.75 -1.28 0.480
H 0.65 -3.32 1.24 0.137
H 1.22 1.47 0.04 0.185
H -2.02 -1.23 0.63 0.153
H -1.24 -0.20 2.48 0.146

---

Record 11
48
Properties=species:S:1:pos:R:3:nbo_charge:R:1 method="wB97M-V/def2-TZVPD" spin_multiplicity=2 total_charge=-2 homo_ev="-3.16 / -3.15" e_lumo_ev="3.15 / 2.14" homo_lumo_gap_ev="6.3064 / 5.2973" s_squared=0.7548 e_tot_ha=-3334.1698
S -1.46 5.34 1.45 2.430
S 1.46 1.88 -2.49 2.289
S -1.01 3.06 1.91 2.344
S 2.75 0.36 -1.46 2.413
F 0.08 2.62 -2.10 -0.477
F -2.65 6.29 0.92 -0.535
F 2.78 -1.01 -0.57 -0.543
F -1.82 2.13 3.02 -0.524
O 3.61 1.16 -0.64 -0.913
O -0.36 -3.00 -0.57 -0.921
O -0.66 5.19 0.26 -0.920
O 0.27 3.39 2.58 -0.868
O -2.54 -0.25 -1.91 -0.747
O 1.14 1.49 -3.91 -0.866
O -1.04 2.12 0.80 -0.908
O 3.31 -0.20 -2.65 -0.884
O 2.45 2.95 -2.33 -0.821
O 0.34 -0.62 2.38 -0.270
O -0.93 6.21 2.49 -0.953
O -3.09 -0.40 0.14 -0.773
N 1.27 0.60 -1.36 -1.154
N -2.31 4.19 1.92 -1.046
C -0.35 -3.82 -1.67 0.136
C 1.39 -0.07 3.18 -0.006
C -0.13 -3.02 -3.02 -0.647
C -3.45 -0.37 -1.07 0.752
C 0.74 -4.96 -1.60 -0.636
C 2.06 -1.12 4.02 -0.630
C -4.88 -0.23 -1.48 -0.715
C 2.31 0.72 2.30 -0.653
Be -0.48 -0.50 -0.18 1.516
H -1.31 -4.35 -1.66 0.109
H -0.14 -3.80 -3.78 0.174
H 0.75 -2.38 -3.10 0.212
H 1.78 1.36 1.60 0.247
H 2.84 -0.81 4.71 0.211
H -1.00 -2.36 -3.05 0.228
H -5.38 -1.20 -1.46 0.216
H -5.32 0.44 -0.75 0.225
H 0.58 -5.55 -0.70 0.188
H 1.37 -1.72 4.60 0.214
H 3.09 1.29 2.81 0.214
H 0.56 -5.67 -2.41 0.175
H 1.02 0.68 3.88 0.244
H 2.55 -1.90 3.42 0.217
H 1.76 -4.57 -1.61 0.200
H 2.94 0.17 1.60 0.236
H -4.90 0.27 -2.45 0.224